No. 1
The following is a quantum chemistry calculation of a structure of composition C25H28F5O3Pb, from the OMol25 dataset.

HOMO level (alpha / beta): -2.79 / -2.79 eV
Kohn-Sham gap (alpha / beta): 4.346 / 4.350 eV
Total charge: -1
Maximum force: 0.076 Eh/bohr

Positions of all 62 atoms, in Å:
O -0.96631 -2.95199 -3.07968
C -1.19713 -4.31288 -3.54117
C -0.79736 -3.95786 -4.97127
H -2.22495 -4.62236 -3.39083
H -0.53463 -5.04126 -3.07594
C -0.33296 -2.60005 -4.35369
H -1.67529 -3.86599 -5.62288
H -0.01758 -4.57359 -5.41563
C -0.91663 -1.34518 -4.98234
H -1.77435 -0.95897 -4.43803
H -1.19518 -1.52192 -6.03062
H -0.14837 -0.56171 -4.98743
C 1.14987 -2.38379 -4.10411
H 1.64541 -3.30397 -3.79135
H 1.24455 -1.62043 -3.32036
H 1.63264 -1.99536 -5.00712
Pb -3.17717 0.88477 -0.75271
C 0.57929 -1.32951 1.61800
C -0.81632 -1.34159 1.88980
C -1.46777 -1.96964 0.79054
H -1.32246 -0.99103 2.79450
C -0.47085 -2.41756 -0.11485
C 0.79356 -2.00061 0.38505
H 1.75104 -2.17782 -0.07998
H 1.35084 -0.90223 2.24640
H -2.53999 -2.13985 0.71173
H -0.63103 -2.99001 -1.02513
C 0.84475 2.00390 -0.13860
C 1.52901 1.61385 -1.31001
C 0.60104 1.54644 -2.37686
H 2.59328 1.44486 -1.38518
C -0.66804 1.93900 -1.87247
C -0.50891 2.20972 -0.48113
H -1.25426 2.59858 0.20921
H 1.27702 2.16862 0.84802
H 0.81924 1.30056 -3.41461
H -1.56572 2.10888 -2.47852
O -4.46115 -0.20425 -2.37672
C -4.01915 -0.69551 -3.68324
C -5.24054 -1.14339 -4.47757
H -3.32303 -1.51344 -3.48581
H -3.48632 0.10666 -4.20501
C -6.46079 -0.93642 -3.53665
H -5.12740 -2.20429 -4.75327
H -5.35039 -0.56288 -5.40677
C -5.93096 -0.27458 -2.26767
H -6.90851 -1.90676 -3.28115
H -7.25411 -0.31631 -3.97796
H -6.16572 -0.84282 -1.36017
H -6.28609 0.75883 -2.13925
F -1.91452 4.28906 5.83176
C -2.13591 3.49642 4.76593
C -1.10823 2.66492 4.29544
F 0.09677 2.61568 4.91039
C -1.31831 1.93615 3.14932
F -0.25398 1.27844 2.61077
C -2.56307 1.90451 2.47182
O -2.73997 1.02879 1.52109
C -3.58679 2.75846 2.96843
F -4.75675 2.84563 2.27995
C -3.36745 3.54185 4.08742
F -4.32704 4.39939 4.50771

No. 2
The following is a quantum chemistry calculation of the ion C25H28FN6O2S with charge +1, from the OMol25 dataset.

ΔE to the lowest compared entry with this formula, charge and spin: 0.0 kcal per mole
HOMO level: -10.42 eV
SMILES: COc1ccc([C@@H](c2nnnn2Cc2cccs2)N2CC[NH+](c3ccccc3F)CC2)cc1OC
Kohn-Sham gap: 8.517 eV
Total charge: +1
Maximum force: 0.032 Eh/bohr

Positions of all 63 atoms, in Å:
C 1.71754 -5.31285 -1.92985
H 1.49885 -5.51633 -0.87756
H 0.78216 -5.22876 -2.49141
H 2.31074 -6.12964 -2.33718
O 2.51721 -4.16250 -2.07976
C 2.03677 -2.95906 -1.66284
C 0.77673 -2.79832 -1.10204
C 0.30183 -1.55709 -0.71472
C 1.09272 -0.43248 -0.87845
C 2.35862 -0.58126 -1.42042
C 2.85634 -1.81740 -1.82048
O 4.10314 -1.76068 -2.33488
C 4.76786 -2.90347 -2.83654
H 4.22602 -3.34973 -3.67177
H 5.73172 -2.53453 -3.18492
H 4.92396 -3.65377 -2.06021
H 3.00417 0.27154 -1.55453
C 0.62261 0.95427 -0.47216
N 1.11236 1.28493 0.84713
C 1.25157 2.65603 1.24533
H 1.49984 3.26980 0.37932
H 2.09728 2.71021 1.93826
C -0.00883 3.23212 1.93985
N -0.77391 2.12369 2.56296
C -1.79487 2.58455 3.48838
C -3.13457 2.41334 3.16850
C -4.11715 2.84763 4.04266
C -3.77169 3.45291 5.23991
C -2.43965 3.63137 5.57166
C -1.46563 3.19712 4.69318
F -0.16642 3.37316 5.00746
H -2.14229 4.10025 6.49559
H -4.53832 3.78898 5.91919
H -5.15459 2.71060 3.78440
H -3.40904 1.94356 2.23593
C 0.14836 1.11133 3.12019
H -0.42481 0.40152 3.71837
H 0.87719 1.60340 3.76638
C 0.84011 0.38719 1.95343
H 0.21861 -0.43656 1.60126
H 1.78241 -0.04190 2.31727
H -1.28904 1.63845 1.71749
H 0.28961 3.95468 2.70052
H -0.67067 3.73039 1.22825
C -0.86120 1.04178 -0.63425
N -1.74111 1.17878 0.33972
N -2.94979 1.20842 -0.22158
N -2.85525 1.09303 -1.46942
N -1.56269 0.98902 -1.78717
C -1.12603 0.83694 -3.15144
C -0.93897 -0.60327 -3.51492
C -1.81340 -1.63065 -3.33071
C -1.31711 -2.85676 -3.82354
C -0.08398 -2.73563 -4.37689
S 0.50822 -1.12807 -4.30539
H 0.51748 -3.49282 -4.83920
H -1.86319 -3.78119 -3.77575
H -2.77789 -1.51739 -2.86782
H -1.90815 1.28932 -3.77121
H -0.18973 1.38252 -3.29036
H 1.07630 1.67696 -1.16361
H -0.69461 -1.49380 -0.30116
H 0.13624 -3.65386 -0.96843

No. 3
The following is a quantum chemistry calculation of a structure of composition C25H28IrN3O2Si, from the OMol25 dataset.

ΔE to the lowest compared entry with this formula, charge and spin: 24.2 kcal per mole
HOMO level (alpha / beta): -10.63 / -10.49 eV
Multiplicity: 2
Kohn-Sham gap (alpha / beta): 6.247 / 5.630 eV
Total charge: +1
Maximum force: 0.075 Eh/bohr

Positions of all 60 atoms, in Å:
Ir -0.04331 -0.07528 0.40257
O -1.87050 0.63597 0.72842
C -2.50941 1.70022 0.33188
C -3.77780 1.96447 0.88037
C -4.47337 3.08877 0.52353
C -3.95253 4.00228 -0.42032
C -2.74103 3.74629 -0.98541
C -1.99622 2.59370 -0.62499
C -0.80305 2.31458 -1.31182
N 0.01395 1.32239 -1.11972
C 1.13984 1.15474 -2.03710
C 2.28345 0.60042 -1.24377
N 1.76418 -0.56644 -0.56979
C 2.49928 -1.60973 -0.43726
C 2.05206 -2.86856 0.04362
C 2.94634 -3.95249 0.09865
C 2.50923 -5.20696 0.43235
C 1.15249 -5.39222 0.73618
C 0.27036 -4.33520 0.71603
C 0.70456 -3.04993 0.37150
O -0.18554 -2.07017 0.38869
H -4.16570 1.25502 1.59898
H -5.44544 3.27231 0.96229
H -4.51741 4.88070 -0.69733
H -2.33242 4.42257 -1.72803
H -0.55803 3.00376 -2.11959
H 1.43348 2.08644 -2.52273
H 0.84282 0.44615 -2.81485
H 2.61139 1.32800 -0.50032
H 3.11959 0.36151 -1.90189
H 3.53979 -1.55394 -0.75988
H 3.99212 -3.78203 -0.13160
H 3.19212 -6.04411 0.45172
H 0.79396 -6.37857 1.00095
H -0.77496 -4.46040 0.96775
C -0.67932 3.15652 2.51156
Si 1.07101 2.55522 2.25420
C 1.80872 3.43335 0.77853
C 2.02791 2.96289 3.79411
N 0.96692 0.79982 1.91982
C 1.61319 -0.18658 2.68233
C 2.91053 0.01986 3.18793
C 3.57011 -0.97792 3.87691
C 2.96609 -2.21479 4.08249
C 1.67862 -2.42573 3.62654
C 1.00352 -1.41594 2.95225
H -0.67971 4.01024 3.19324
H -1.30608 2.37160 2.93842
H -1.13697 3.48604 1.58013
H 1.79230 4.51384 0.94701
H 1.23743 3.23171 -0.12216
H 2.84783 3.14144 0.60403
H 1.70580 3.94888 4.13614
H 3.10788 3.00813 3.64426
H 1.83098 2.25453 4.60174
H 3.40009 0.96587 2.99854
H 4.57109 -0.79893 4.24902
H 3.48824 -2.99995 4.61307
H 1.18550 -3.36944 3.82114
H -0.03495 -1.54512 2.68036